The following is a DFT calculation (wB97M-V/def2-TZVPD) of a structure of composition C23H18Cl3CrN3O2Si.

XYZ file:
```
51
C23H18Cl3CrN3O2Si | OMol25 | wB97M-V/def2-TZVPD
Cr -0.040 -0.218 -0.172
O -1.488 0.444 -0.717
C -2.454 1.351 -0.478
C -3.594 1.400 -1.257
C -4.540 2.363 -0.957
C -4.350 3.264 0.096
C -3.206 3.205 0.863
C -2.237 2.237 0.585
C -1.032 2.146 1.356
N -0.095 1.274 1.199
C 1.090 1.408 2.063
C 1.684 0.036 2.244
N 1.624 -0.629 0.935
C 2.550 -1.483 0.664
C 2.644 -2.268 -0.534
C 3.743 -3.099 -0.774
C 3.804 -3.828 -1.942
C 2.767 -3.746 -2.878
C 1.665 -2.940 -2.658
C 1.622 -2.207 -1.487
O 0.569 -1.415 -1.205
H -3.726 0.697 -2.069
H -5.442 2.419 -1.552
H -5.104 4.009 0.308
H -3.053 3.902 1.678
H -0.905 2.885 2.145
H 0.822 1.849 3.022
H 1.805 2.072 1.570
H 1.103 -0.548 2.958
H 2.711 0.104 2.599
H 3.338 -1.626 1.402
H 4.538 -3.160 -0.042
H 4.653 -4.468 -2.137
H 2.823 -4.326 -3.789
H 0.850 -2.876 -3.368
Cl 0.998 3.404 -0.948
Si 1.413 1.517 -1.480
Cl 3.361 1.091 -1.329
Cl 0.634 1.065 -3.271
N -3.295 -4.847 4.666
C -2.792 -4.110 3.943
C -2.156 -3.181 3.045
C -2.414 -1.819 3.160
C -1.787 -0.914 2.313
C -0.918 -1.394 1.351
C -0.650 -2.749 1.216
C -1.280 -3.644 2.068
H -3.106 -1.462 3.912
H -2.029 0.134 2.421
H 0.024 -3.143 0.469
H -1.088 -4.705 1.970
```

Output
E_tot in a.u.: -3916.06144
HOMO (alpha / beta) in eV: -14.96 / -14.95
LUMO energy (alpha / beta) in Eh: -0.327 / -0.302
F_max in eV/Å: 1.07
Charge: +2
Frontier orbital gap (alpha / beta) in eV: 6.1 / 6.7